Here is a cluster of 3 separate species, C17H34BCl2O7S2 in total in a non-equilibrium geometry from the Open Molecules 2025 dataset. Energies are from ωB97M-V with the def2-TZVPD basis set.

Structure (ORCA input):
```
! RIJCOSX wB97M-V def2-TZVPD def2/J DEFGRID3
* xyz -1 1
C -2.925 -1.044 3.326
C -2.323 -0.936 1.871
C -1.447 -2.193 1.659
O -0.239 -2.289 2.389
B 0.461 -3.365 1.625
C 1.269 -4.473 2.527
Cl 2.784 -5.064 1.647
C 0.486 -5.776 2.932
C 0.841 -6.095 4.430
Cl -1.322 -5.612 2.882
O -0.293 -3.812 0.435
C -1.234 -2.766 0.213
C -2.547 -3.406 -0.379
O -2.169 -4.474 -1.241
C -2.475 -5.727 -0.671
H -3.099 -0.054 3.780
H -2.176 -1.614 3.907
H -3.846 -1.655 3.332
H -1.763 0.013 1.798
H -3.177 -0.954 1.169
H -2.072 -2.997 2.137
H 1.391 -2.735 1.119
H 1.653 -4.021 3.457
H 0.812 -6.616 2.299
H 0.198 -6.897 4.830
H 0.643 -5.154 4.975
H 1.918 -6.314 4.505
H -0.936 -2.057 -0.587
H -3.133 -2.647 -0.932
H -3.153 -3.752 0.482
H -3.417 -5.737 -0.091
H -2.533 -6.504 -1.458
H -1.648 -6.002 0.015
C 1.176 2.427 -2.557
C 1.624 1.328 -3.530
C 1.423 -0.019 -2.828
S 0.081 0.221 -1.664
O 0.600 0.081 -0.329
O -1.081 -0.505 -2.122
C -0.162 1.961 -1.995
H 1.090 3.392 -3.052
H 1.906 2.525 -1.751
H 1.007 1.369 -4.433
H 2.662 1.459 -3.837
H 1.152 -0.806 -3.528
H 2.306 -0.313 -2.262
H -0.446 2.472 -1.082
H -0.955 2.050 -2.739
C 1.849 7.974 -2.187
C 2.741 7.407 -1.077
C 1.827 6.692 -0.075
S 0.400 6.139 -1.006
O -0.764 6.848 -0.532
O 0.427 4.699 -1.112
C 0.897 6.847 -2.570
H 2.433 8.312 -3.043
H 1.282 8.828 -1.806
H 3.447 6.693 -1.507
H 3.323 8.189 -0.588
H 2.315 5.830 0.376
H 1.477 7.369 0.703
H 0.019 7.188 -3.114
H 1.413 6.070 -3.136
*
```

- Kohn-Sham gap: 4.92 eV
- DFT total energy: -79905.189 eV
- M: 496.3 g/mol

Partial atomic charges computed with the Löwdin method, in multiples of e: C -0.1117; C -0.1627; C -0.3403; O -0.0263; B -0.8345; C -0.5465; Cl 0.5085; C -0.7183; C -0.1633; Cl 0.6316; O -0.0364; C -0.2419; C -0.1579; O -0.1792; C -0.1402; H 0.0554; H 0.0696; H 0.0634; H 0.1039; H 0.1034; H 0.1032; H 0.0893; H 0.0819; H 0.0745; H 0.0533; H 0.0712; H 0.0703; H 0.1039; H 0.1190; H 0.1102; H 0.0797; H 0.0783; H 0.0617; C -0.2493; C -0.2196; C -0.2156; S 0.6685; O -0.2854; O -0.3266; C -0.2378; H 0.0894; H 0.1187; H 0.1122; H 0.1077; H 0.1033; H 0.1084; H 0.0913; H 0.1089; C -0.2243; C -0.2165; C -0.2166; S 0.6846; O -0.3117; O -0.3186; C -0.2303; H 0.1140; H 0.1189; H 0.1174; H 0.1129; H 0.1064; H 0.1051; H 0.1087; H 0.1031